1.
{
  "formula": "C42H32BrIMoN3O3P",
  "method": "ωB97M-V/def2-TZVPD",
  "symbols": ["Mo", "O", "C", "C", "C", "C", "C", "C", "C", "O", "N", "N", "C", "C", "C", "C", "C", "C", "C", "O", "H", "H", "H", "H", "H", "H", "H", "H", "H", "H", "I", "C", "C", "C", "C", "C", "C", "C", "C", "C", "P", "C", "C", "C", "C", "C", "C", "C", "C", "C", "C", "C", "C", "C", "H", "H", "H", "H", "H", "H", "H", "H", "H", "H", "H", "H", "H", "H", "H", "H", "C", "C", "C", "C", "C", "Br", "N", "C", "H", "H", "H", "H", "H", "H"],
  "coordinates": [[0.00, -0.18, 0.19], [1.93, 4.82, -0.92], [2.46, 4.01, -1.84], [3.37, 4.56, -2.75], [3.97, 3.78, -3.71], [3.66, 2.42, -3.81], [2.76, 1.86, -2.94], [2.15, 2.63, -1.93], [1.29, 1.98, -0.98], [0.98, 0.72, -1.06], [0.76, 2.61, 0.06], [0.11, 1.78, 0.86], [-0.44, 2.28, 1.96], [-1.14, 1.53, 2.92], [-1.72, 2.16, 4.05], [-2.41, 1.45, 4.99], [-2.55, 0.06, 4.87], [-2.00, -0.60, 3.79], [-1.32, 0.11, 2.79], [-0.85, -0.45, 1.71], [1.34, 4.34, -0.31], [3.57, 5.62, -2.66], [4.66, 4.24, -4.40], [4.13, 1.82, -4.57], [2.51, 0.81, -3.01], [-0.33, 3.35, 2.13], [-1.60, 3.23, 4.14], [-2.86, 1.96, 5.83], [-3.09, -0.49, 5.62], [-2.09, -1.67, 3.68], [-0.11, -2.31, -1.58], [0.87, -4.10, -0.81], [0.29, -5.26, -1.26], [0.84, -6.50, -0.93], [2.02, -6.54, -0.24], [2.65, -5.36, 0.21], [3.90, -5.45, 0.85], [4.53, -4.34, 1.33], [3.88, -3.11, 1.26], [2.66, -2.95, 0.62], [2.14, -1.20, 0.82], [2.28, -1.04, 2.62], [1.28, -1.69, 3.35], [1.27, -1.62, 4.73], [2.25, -0.88, 5.39], [3.25, -0.25, 4.67], [3.28, -0.34, 3.29], [3.51, -0.29, 0.08], [4.37, -0.89, -0.84], [5.42, -0.17, -1.36], [5.61, 1.15, -0.99], [4.73, 1.77, -0.12], [3.68, 1.05, 0.42], [2.03, -4.07, 0.00], [-0.59, -5.22, -1.89], [0.35, -7.40, -1.26], [2.50, -7.48, -0.03], [4.35, -6.43, 0.94], [5.49, -4.41, 1.80], [4.35, -2.26, 1.71], [0.54, -2.28, 2.82], [0.52, -2.15, 5.30], [2.23, -0.82, 6.46], [4.02, 0.30, 5.18], [4.09, 0.12, 2.73], [4.22, -1.92, -1.14], [6.10, -0.65, -2.05], [6.45, 1.70, -1.38], [4.87, 2.80, 0.14], [3.01, 1.52, 1.13], [-5.71, 0.19, 0.91], [-4.61, 0.36, -0.09], [-4.88, 0.71, -1.41], [-3.83, 0.85, -2.29], [-2.53, 0.66, -1.83], [-1.12, 0.86, -3.07], [-2.24, 0.33, -0.57], [-3.28, 0.18, 0.27], [-6.67, 0.34, 0.44], [-5.60, 0.91, 1.72], [-5.67, -0.81, 1.34], [-5.89, 0.86, -1.75], [-3.98, 1.12, -3.33], [-3.06, -0.12, 1.28]],
  "lowdin_charge": [1.286, 0.102, -0.249, 0.016, -0.032, -0.065, -0.028, -0.103, -0.412, -0.427, 0.071, -0.125, 0.011, -0.129, 0.005, -0.039, -0.026, -0.002, -0.324, -0.314, 0.081, 0.130, 0.120, 0.113, 0.119, 0.150, 0.126, 0.120, 0.122, 0.131, 1.156, -0.498, -0.145, -0.045, 0.001, -0.142, 0.010, -0.024, -0.085, -0.282, 0.996, -0.361, -0.118, -0.060, -0.050, -0.048, -0.075, -0.355, -0.070, -0.048, -0.047, -0.051, -0.120, -0.188, 0.096, 0.122, 0.129, 0.129, 0.122, 0.111, 0.107, 0.114, 0.115, 0.117, 0.104, 0.112, 0.117, 0.118, 0.122, 0.112, -0.024, -0.223, 0.024, -0.074, -0.707, 0.864, -0.056, -0.064, 0.089, 0.095, 0.095, 0.134, 0.114, 0.107],
  "total_charge": 2,
  "homo_ev": [-12.998, -12.894],
  "orbital_gap_ev": [6.03, 5.78]
}

---

2.
{
  "formula": "C25H18AuN4O5S2",
  "method": "ωB97M-V/def2-TZVPD",
  "symbols": ["Au", "S", "C", "C", "C", "C", "C", "N", "H", "H", "H", "H", "O", "C", "O", "C", "C", "C", "C", "C", "C", "N", "C", "C", "C", "C", "C", "C", "N", "H", "H", "H", "H", "H", "H", "H", "H", "H", "H", "O", "S", "O", "N", "C", "O", "C", "C", "C", "C", "C", "C", "H", "H", "H", "H"],
  "coordinates": [[-0.71, 0.07, 1.75], [-1.06, 0.14, 4.03], [-1.00, -1.60, 3.79], [-1.16, -2.66, 4.66], [-1.08, -3.94, 4.13], [-0.84, -4.13, 2.77], [-0.68, -3.04, 1.96], [-0.76, -1.81, 2.49], [-1.35, -2.48, 5.71], [-1.20, -4.79, 4.79], [-0.78, -5.13, 2.35], [-0.50, -3.11, 0.90], [-5.23, -0.25, -4.75], [-5.21, -0.62, -3.45], [-6.21, -1.01, -2.92], [-3.91, -0.52, -2.71], [-3.95, -0.82, -1.35], [-2.81, -0.75, -0.58], [-1.60, -0.40, -1.16], [-1.54, -0.08, -2.51], [-2.70, -0.14, -3.27], [-0.43, -0.35, -0.33], [0.74, -0.49, -0.82], [1.99, -0.48, -0.06], [3.19, -0.58, -0.75], [4.37, -0.59, -0.01], [4.30, -0.51, 1.36], [3.04, -0.41, 1.96], [1.92, -0.40, 1.27], [-4.38, 0.08, -5.05], [-4.90, -1.10, -0.91], [-2.86, -0.97, 0.48], [-0.63, 0.28, -2.97], [-2.61, 0.13, -4.32], [0.84, -0.67, -1.89], [3.21, -0.65, -1.83], [5.33, -0.67, -0.51], [5.19, -0.51, 1.97], [2.95, -0.34, 3.04], [0.46, 2.57, -2.36], [-0.98, 3.45, -2.09], [-0.60, 4.83, -1.86], [-1.41, 2.78, -0.63], [-0.51, 2.48, 0.22], [-0.89, 2.02, 1.41], [0.94, 2.60, -0.03], [1.87, 2.67, 1.00], [3.22, 2.75, 0.71], [3.64, 2.76, -0.62], [2.72, 2.71, -1.65], [1.37, 2.64, -1.35], [1.52, 2.66, 2.03], [3.95, 2.82, 1.51], [4.70, 2.83, -0.85], [3.03, 2.75, -2.69]],
  "nbo_charge": [1.313, 0.039, 0.090, -0.263, -0.099, -0.246, 0.065, -0.509, 0.257, 0.246, 0.250, 0.227, -0.644, 0.770, -0.535, -0.144, -0.128, -0.217, 0.094, -0.176, -0.188, -0.505, 0.178, 0.166, -0.195, -0.154, -0.208, 0.059, -0.481, 0.482, 0.260, 0.218, 0.226, 0.213, 0.213, 0.236, 0.241, 0.242, 0.213, -0.717, 1.664, -0.897, -0.737, 0.604, -0.728, -0.286, -0.141, -0.244, -0.166, -0.281, 0.395, 0.236, 0.227, 0.227, 0.239],
  "e_above_lowest_ev": 0.0000,
  "total_charge": 1,
  "homo_ev": -11.854,
  "orbital_gap_ev": 7.17
}